# 1
{"formula": "C14H15F3FeN2S", "method": "ωB97M-V/def2-TZVPD", "elements": ["Fe", "C", "C", "C", "C", "C", "C", "C", "C", "C", "H", "H", "H", "H", "H", "H", "H", "H", "H", "H", "H", "H", "F", "C", "F", "F", "S", "C", "C", "N", "C", "H", "H", "H", "N", "C"], "positions_angstrom": [[-0.06339, -0.13957, -0.50730], [3.39287, -0.21685, -1.10315], [2.24615, 0.23661, -0.26529], [1.54101, 1.40907, -0.56732], [0.53679, 1.90085, 0.29063], [-0.07732, 3.24932, 0.08012], [0.12410, 1.09962, 1.34261], [0.78880, -0.10852, 1.65511], [0.32905, -0.95909, 2.80329], [1.83020, -0.51300, 0.86629], [4.30856, 0.18929, -0.66591], [3.30377, 0.14948, -2.12298], [3.46734, -1.30170, -1.12353], [1.79601, 1.97039, -1.45678], [0.52445, 3.97430, 0.63272], [-1.09404, 3.29099, 0.46229], [-0.07508, 3.53077, -0.96737], [-0.70707, 1.41184, 1.96249], [0.90409, -0.70647, 3.69602], [0.48152, -2.01600, 2.59425], [-0.72242, -0.78984, 3.02801], [2.29667, -1.46949, 1.06656], [-2.13544, 1.39943, -1.16490], [-1.18339, 0.74822, -1.87501], [-1.78456, -0.03057, -2.75863], [-0.57258, 1.71770, -2.60643], [-3.26133, -3.19727, -0.30824], [-3.62435, -1.85783, 0.68595], [-2.60148, -0.97391, 0.67264], [-1.53989, -1.35917, -0.11890], [-1.77205, -2.50549, -0.70792], [-4.55515, -1.78072, 1.22036], [-2.56729, -0.03488, 1.19902], [-1.07271, -2.95247, -1.39768], [0.94622, -2.06546, -2.66301], [0.59188, -1.29958, -1.87802]], "homo_ev": [-13.6484, -13.6013], "spin_multiplicity": 2, "total_charge": 1, "homo_lumo_gap_ev": [9.456, 8.770], "total_energy_ev": -71109.80583, "largest_force_ev_per_a": 1.4}

# 2
{"formula": "C14H15F9MoNOS", "method": "ωB97M-V/def2-TZVPD", "elements": ["Mo", "F", "C", "F", "F", "C", "C", "C", "C", "N", "C", "S", "H", "H", "H", "C", "C", "C", "C", "H", "H", "H", "H", "H", "H", "H", "H", "H", "C", "C", "O", "C", "F", "F", "F", "C", "F", "F", "F", "H", "H", "H"], "positions_angstrom": [[1.22698, -0.27721, 0.01628], [1.63278, -2.59470, 4.74232], [0.34060, -2.27178, 4.62519], [0.19293, -1.01069, 5.04651], [-0.36331, -3.06532, 5.43385], [-0.11863, -2.41571, 3.19223], [-1.04186, -3.37829, 2.82029], [-1.44342, -3.50334, 1.49237], [-0.90463, -2.65068, 0.56004], [-0.00896, -1.72001, 0.92465], [0.39739, -1.58773, 2.20366], [1.59371, -0.29596, 2.34341], [-1.45148, -4.03528, 3.57592], [-2.16111, -4.25204, 1.19356], [-1.16791, -2.69081, -0.48827], [-0.43385, 2.81898, -2.49444], [-0.38960, 1.49071, -1.74740], [0.16541, 0.37641, -2.63386], [0.47340, 1.58104, -0.48525], [-1.07586, 2.74972, -3.37316], [0.56698, 3.10324, -2.82757], [-0.81646, 3.61593, -1.85703], [-1.40698, 1.22141, -1.44947], [1.19500, 0.58359, -2.93331], [-0.40955, 0.21529, -3.54613], [0.14855, -0.61432, -2.13198], [-0.02318, 2.02000, 0.38618], [1.38418, 2.17437, -0.66941], [4.70403, -0.86166, -2.30568], [3.68622, -1.57757, -1.43990], [2.71077, -0.68822, -0.96732], [2.93156, -2.65323, -2.25539], [1.98427, -3.26049, -1.51482], [2.30084, -2.06602, -3.28498], [3.75112, -3.57809, -2.73788], [4.36344, -2.17964, -0.18721], [4.96601, -1.20373, 0.49604], [5.26990, -3.09382, -0.50803], [3.46032, -2.74153, 0.63102], [4.21468, -0.45022, -3.18531], [5.47714, -1.55954, -2.62245], [5.16234, -0.05817, -1.73423]], "homo_ev": [-12.1252, -12.9580], "spin_multiplicity": 3, "total_charge": 1, "relative_energy_kj_mol": 24.6, "homo_lumo_gap_ev": [7.444, 8.234], "total_energy_ev": -55442.26969, "largest_force_ev_per_a": 0.9}

# 3
{"formula": "C14H15IN2O2", "method": "ωB97M-V/def2-TZVPD", "elements": ["O", "C", "C", "C", "O", "N", "C", "C", "C", "C", "C", "C", "I", "C", "C", "C", "N", "C", "C", "H", "H", "H", "H", "H", "H", "H", "H", "H", "H", "H", "H", "H", "H", "H"], "positions_angstrom": [[1.61430, 2.23264, 0.61876], [0.47355, 1.73672, 0.47936], [-0.14662, 0.90898, 1.49001], [-1.38367, 0.49114, 1.02838], [-1.62345, 1.12453, -0.20131], [-0.43065, 1.76420, -0.60233], [0.02374, 1.96540, -2.05625], [0.54353, 0.70313, -2.74854], [-0.23780, -0.36256, -2.79504], [0.26615, -1.56494, -3.17951], [1.60312, -1.67340, -3.71607], [2.44230, -0.51410, -3.70010], [4.61192, -0.68892, -4.09995], [1.89449, 0.70886, -3.23474], [-2.34689, -0.47042, 1.81188], [-1.78519, -1.67014, 2.54304], [-0.46094, -1.49780, 3.06428], [-0.10634, -0.26499, 3.79182], [0.57280, 0.72177, 2.84098], [0.83264, 2.68335, -2.18661], [-0.92023, 2.37296, -2.40682], [-1.31943, -0.42136, -2.38525], [-0.44931, -2.39237, -3.21940], [1.92312, -2.59268, -4.23147], [2.52795, 1.54829, -2.99937], [-2.97618, 0.12982, 2.53563], [-2.93563, -0.83922, 1.07831], [-1.86623, -2.57927, 1.98130], [-2.37831, -1.78866, 3.47757], [0.21270, -1.70706, 2.34072], [-0.97946, 0.37950, 4.12182], [0.56179, -0.54874, 4.64604], [1.59919, 0.43902, 2.62159], [0.64305, 1.66631, 3.29127]], "homo_ev": -8.7845, "smiles": "O=c1c2c(on1Cc1cccc(I)c1)CCNCC2", "spin_multiplicity": 1, "total_charge": 0, "homo_lumo_gap_ev": 8.978, "total_energy_ev": -29933.24143, "largest_force_ev_per_a": 4.5}

# 4
{"formula": "C14H15IrN6O5S", "method": "ωB97M-V/def2-TZVPD", "elements": ["Ir", "N", "C", "C", "O", "N", "C", "C", "O", "O", "H", "H", "H", "H", "H", "H", "N", "C", "C", "C", "C", "C", "C", "S", "O", "O", "N", "C", "N", "C", "C", "C", "N", "H", "H", "H", "H", "H", "H", "H", "H", "H"], "positions_angstrom": [[-0.08118, -0.25937, -0.09501], [1.78985, 0.51156, 0.39538], [1.73462, 0.87277, 1.84285], [0.74937, -0.01970, 2.62691], [0.89913, -0.20365, 3.82179], [-0.25197, -0.46105, 1.84993], [-1.29098, -1.35474, 2.30341], [-1.78859, -2.17191, 1.11330], [-2.52871, -3.10411, 1.23374], [-1.37813, -1.72862, -0.09657], [2.45165, -0.24440, 0.24534], [2.10846, 1.29250, -0.17387], [1.36858, 1.89800, 1.91188], [2.71608, 0.82884, 2.30949], [-2.15025, -0.79645, 2.68910], [-0.94629, -2.01691, 3.09688], [5.06412, 2.36951, -6.04753], [3.95324, 1.72745, -5.52754], [2.67270, 2.25236, -5.72440], [1.56787, 1.63622, -5.16942], [1.72959, 0.48672, -4.40816], [2.99505, -0.05063, -4.21000], [4.10003, 0.56585, -4.76210], [0.33401, -0.30508, -3.69020], [0.66404, -1.67982, -3.46726], [-0.82968, 0.06836, -4.43748], [0.24400, 0.34711, -2.17580], [-0.14881, 1.59548, -1.92283], [-0.29557, 2.64574, -2.72853], [-0.76933, 3.74191, -2.15672], [-1.10929, 3.84825, -0.80766], [-0.90775, 2.73446, -0.01951], [-0.40176, 1.64153, -0.57685], [4.89840, 2.98893, -6.82293], [5.89338, 1.80995, -6.15497], [2.54913, 3.14667, -6.32325], [0.57447, 2.03400, -5.32280], [3.09976, -0.96772, -3.64489], [5.08648, 0.14176, -4.61762], [-0.89471, 4.59584, -2.81368], [-1.51374, 4.75909, -0.39611], [-1.13817, 2.69053, 1.03726]], "homo_ev": -8.5873, "spin_multiplicity": 1, "total_charge": 0, "relative_energy_kj_mol": 49.9, "homo_lumo_gap_ev": 7.976, "total_energy_ev": -47614.04548, "largest_force_ev_per_a": 0.4}